[1]
10
Properties=species:S:1:pos:R:3 method="wB97M-V/def2-TZVPD" total_energy_ha=-3648.43305 orbital_gap_ha="0.340 / 0.268" relative_energy_kcal_mol=66.53
C -0.503 -1.548 0.503
C -0.901 -0.455 -0.092
C 1.311 0.401 0.401
C 0.090 0.641 -0.344
Cl -2.469 -0.342 -0.944
Cl -0.658 2.270 0.009
Br 3.011 0.067 -0.231
H -1.211 -2.477 0.732
H 1.308 0.687 1.461
H 0.022 0.756 -1.496

[2]
13
Properties=species:S:1:pos:R:3 method="wB97M-V/def2-TZVPD" total_energy_ha=-3874.34589 orbital_gap_ha=0.399 relative_energy_kcal_mol=0.00
C 1.982 1.400 0.631
C -0.888 -0.033 -0.331
C 0.259 -0.232 -1.350
C -0.845 -0.795 1.005
O 2.536 2.395 0.570
O 1.380 0.409 0.564
O 0.379 0.472 -2.309
Cl 1.150 -1.770 -1.231
Cl -2.279 -0.633 -1.296
Br -1.067 1.905 -0.163
H -1.841 -1.101 1.443
H -0.380 -0.338 1.796
H -0.386 -1.679 0.671

[3]
11
Properties=species:S:1:pos:R:3 method="wB97M-V/def2-TZVPD" total_energy_ha=-2978.55605 charge=-1 orbital_gap_ha=0.233 relative_energy_kcal_mol=4.28
C -1.094 -2.392 0.357
C 0.545 1.645 -0.479
C 0.645 0.193 -0.152
C -0.697 0.745 -0.428
O -1.719 -2.243 -0.599
O -0.475 -2.408 1.330
F 1.310 -0.557 -1.070
Br -1.402 0.882 1.431
H 0.922 2.416 0.184
H 0.884 1.741 -1.460
H 1.081 -0.021 0.887

[4]
10
Properties=species:S:1:pos:R:3 method="wB97M-V/def2-TZVPD" total_energy_ha=-1129.21326 orbital_gap_ha="0.292 / 0.300" relative_energy_kcal_mol=91.24
C -2.625 -0.224 2.202
C -0.568 0.368 0.554
C -1.772 -0.723 1.230
C 0.293 -0.308 -0.400
N -3.489 -0.039 2.926
Cl -1.478 -2.385 1.151
Cl -0.403 -0.272 -2.183
H -0.765 1.456 0.431
H 1.334 0.147 -0.419
H 0.588 -1.430 -0.261

[5]
10
Properties=species:S:1:pos:R:3 method="wB97M-V/def2-TZVPD" total_energy_ha=-1129.17364 orbital_gap_ha=0.373 relative_energy_kcal_mol=116.11
C -5.233 0.061 0.412
C -2.212 -0.897 -0.771
C -0.987 -0.642 -0.443
C 0.239 0.032 -0.043
N -5.744 -0.778 1.002
Cl -4.476 1.208 -0.421
Cl -1.078 -2.491 -0.768
H 0.614 -0.367 0.904
H 0.015 1.091 0.080
H 1.012 -0.087 -0.804

[6]
10
Properties=species:S:1:pos:R:3 method="wB97M-V/def2-TZVPD" total_energy_ha=-1129.35830 orbital_gap_ha=0.349 relative_energy_kcal_mol=0.23
C -0.181 -0.693 0.135
C -0.324 -1.111 1.432
C 0.219 1.061 1.484
C 0.166 0.690 0.162
H -0.579 -2.070 1.818
H -0.124 -0.037 3.242
H 0.454 2.029 1.949
N -0.080 -0.034 2.239
Cl -0.373 -1.656 -1.275
Cl 0.463 1.693 -1.193